The following is a quantum chemistry calculation of a molecular structure, C13H25BLiNO3 in a non-equilibrium geometry, from OMol25.

Each line ends with the Mulliken charge.
CARTESIAN COORDINATES (ANGSTROEM)
C: -2.0652 -2.3925 2.7398  -1.655
C: -1.1017 -2.1407 1.5723  -0.285
B: -1.2022 -0.6928 0.9470  0.474
O: -1.8634 0.3186 1.5579  -0.599
C: -0.5793 -0.3685 -0.4966  2.464
C: -1.5360 -1.1147 -1.5142  -1.363
C: -2.5709 -0.2256 -2.0889  -0.288
O: -2.4030 0.2727 -3.1681  -0.593
C: -0.5645 1.1376 -0.8366  -3.184
C: 0.6254 1.9181 -0.2610  2.114
C: 0.6045 3.3062 -0.9564  -1.662
C: 0.4986 2.2154 1.2229  -2.055
N: 1.9094 1.2761 -0.6243  0.405
O: 2.0738 1.3729 -1.9105  -0.582
C: 2.0159 -0.1562 -0.2372  2.189
C: 2.3038 -0.3464 1.2656  -1.738
C: 3.2590 -0.7166 -0.9620  -1.862
C: 0.8239 -0.9898 -0.7045  -2.636
H: -1.6746 -2.0177 3.6805  0.400
H: -3.0349 -1.9325 2.5890  0.317
H: -2.2149 -3.4575 2.8581  0.376
H: -0.0768 -2.2830 1.9105  0.322
H: -1.2705 -2.8966 0.8107  0.448
H: -1.8896 0.2155 2.5233  0.298
H: -0.9968 -1.5968 -2.3196  0.569
H: -2.0607 -1.9037 -0.9728  0.311
H: -3.5196 -0.0139 -1.5547  0.869
H: -0.4789 1.2658 -1.9079  0.842
H: -1.4640 1.6300 -0.4895  0.549
H: 0.1406 4.0108 -0.2762  0.481
H: 0.0144 3.3072 -1.8600  0.313
H: 1.6050 3.6671 -1.1225  0.419
H: 0.5070 1.3355 1.8529  0.302
H: 1.3659 2.8036 1.5044  0.449
H: -0.3858 2.7938 1.4379  0.487
H: 3.0372 -1.1150 1.4345  0.479
H: 1.4095 -0.5653 1.8423  0.173
H: 2.6920 0.5885 1.6487  0.353
H: 3.6592 -1.5764 -0.4378  0.476
H: 4.0397 0.0290 -1.0072  0.444
H: 3.0251 -1.0448 -1.9595  0.348
H: 0.9647 -1.1994 -1.7610  0.632
H: 0.8932 -1.9411 -0.1925  0.239
Li: -4.5149 -0.7773 -3.7770  0.960

Summary:
HOMO level (alpha / beta)   -10.95 / -11.69 eV
Net charge   +1
Multiplicity   2
DFT total energy   -22393.1829 eV
Relative energy (zero: lowest compared OMol25 entry of this formula, charge and spin)   69.64 kJ/mol